(1)
DFT (ωB97M-V with the def2-TZVPD basis set) results for 2 unconnected molecules or ions with the total composition C2H9BO6PS2.

Computed properties:
HOMO, eV: -2.054
Lowest unoccupied orbital energy, eV: 0.60
Net charge: -1

```
21
Properties=species:S:1:pos:R:3:nbo_charge:R:1
C 1.7521 2.5677 -0.5814 -0.98
P 0.6068 1.3106 0.1108 0.89
C 1.1771 -0.2215 -0.6171 -1.00
S -1.2309 1.7657 -1.0837 -0.10
B -2.6892 0.8073 -0.3297 1.02
O -3.0157 1.0663 0.9451 -0.85
O -3.3329 -0.0932 -1.0983 -0.85
H 2.3926 2.8718 0.2395 0.26
H 1.2204 3.4538 -0.9113 0.24
H 2.3524 2.1630 -1.3863 0.23
H 0.7855 -1.0271 -0.0015 0.37
H 0.8913 -0.3227 -1.6594 0.22
H 2.2612 -0.2337 -0.5503 0.27
H -1.1030 1.1813 -2.2824 0.17
H -3.0436 2.0064 1.1311 0.51
H -3.3617 0.1768 -2.0164 0.50
O 0.7807 -2.2458 2.8299 -1.12
S 0.8693 -3.5158 2.0348 2.56
O 1.0061 -3.1076 0.5909 -1.14
O -0.3744 -4.3045 2.1965 -1.09
O 2.0560 -4.2987 2.4392 -1.09
```

(2)
DFT (ωB97M-V with the def2-TZVPD basis set) results for 4 unconnected molecules or ions with the total composition C30H53F9NO10P.

Computed properties:
SMILES: CCCCCCCCCCC[C@@H](OC(=O)[C@H](C)CCC)P(=N)(O)O.CCOC(=O)C(F)(F)F.CCOC(=O)C(F)(F)F.CCOC(=O)C(F)(F)F
HOMO, eV: -9.625
Lowest unoccupied orbital energy, eV: 0.30
Net charge: 0

```
104
Properties=species:S:1:pos:R:3:mulliken_charge:R:1
C -5.0578 -3.3359 -0.5969 -1.13
C -5.2556 -2.4830 0.6649 -0.56
C -4.1248 -1.4618 0.8867 -0.71
C -4.4944 -0.0584 0.3740 -0.59
C -5.0947 0.8421 1.4553 -1.04
C -4.0944 1.7244 2.1999 -0.74
C -3.0712 2.4562 1.2996 -0.05
C -2.7937 3.9109 1.7187 -1.11
C -1.4682 4.0490 2.4992 -0.26
C -0.2860 4.5211 1.6600 -1.17
C 0.0191 3.6737 0.4042 -0.68
C 1.4956 3.2349 0.3056 0.27
O 1.6681 1.8120 0.3132 -0.35
C 1.0171 1.1655 1.3478 0.02
O 0.1375 0.3412 1.0770 -0.61
C 1.4104 1.4563 2.7882 2.93
C 2.7361 2.2268 2.9756 -1.77
C 1.4187 0.1181 3.5627 -1.12
C 0.2594 -0.0211 4.5500 -0.23
C 0.2236 1.0470 5.6319 -1.21
P 2.2646 3.7725 -1.2644 0.52
N 3.7355 3.2975 -1.4382 -0.71
O 2.1209 5.3512 -1.2252 -0.58
O 1.3214 3.3360 -2.4624 -0.51
H -4.0125 -3.5597 -0.7848 0.26
H -5.5716 -4.2816 -0.4332 0.36
H -5.5231 -2.8723 -1.4615 0.30
H -6.2138 -1.9781 0.5632 0.30
H -5.3175 -3.1414 1.5289 0.43
H -3.2727 -1.8039 0.3020 0.34
H -3.8022 -1.4392 1.9253 0.40
H -5.2430 -0.1862 -0.4075 0.32
H -3.6297 0.3781 -0.1181 0.40
H -5.5430 0.1757 2.1951 0.40
H -5.9155 1.4447 1.0736 0.42
H -3.5529 1.1607 2.9591 0.17
H -4.6446 2.4892 2.7474 0.47
H -3.4634 2.4549 0.2849 0.62
H -2.1509 1.8800 1.3163 -0.06
H -3.6067 4.3068 2.3195 0.42
H -2.7248 4.5275 0.8233 0.39
H -1.6108 4.7951 3.2819 0.38
H -1.2725 3.1084 3.0137 -0.04
H 0.5802 4.5739 2.3193 0.47
H -0.4786 5.5442 1.3453 0.41
H -0.6390 2.8202 0.2958 0.40
H -0.1791 4.3123 -0.4541 0.68
H 2.1028 3.7156 1.0680 0.15
H 0.5864 2.0318 3.2019 -1.36
H 3.3224 1.8423 3.7975 0.51
H 3.3135 2.2094 2.0563 0.39
H 2.5245 3.2793 3.1578 0.27
H 1.3664 -0.7283 2.8837 0.30
H 2.3432 -0.0040 4.1230 0.43
H 0.3392 -1.0001 5.0203 0.47
H -0.6819 -0.0250 3.9999 0.04
H 1.0846 0.9941 6.2937 0.34
H 0.1915 2.0546 5.2200 0.29
H -0.6787 0.9266 6.2268 0.38
H 4.0294 2.7207 -0.6598 0.27
H 3.0002 5.7204 -1.3593 0.34
H 1.4210 2.3851 -2.5870 0.37
C -0.8731 -7.8707 -2.3862 -1.24
C -1.8026 -6.9213 -1.6623 0.06
O -3.1160 -7.5018 -1.5041 -0.35
C -3.2543 -8.3726 -0.5215 0.28
O -2.4161 -8.7310 0.2492 -0.52
C -4.7137 -8.8573 -0.4695 0.95
F -5.1636 -9.1780 -1.6835 -0.25
F -5.4979 -7.8914 0.0213 -0.25
F -4.8280 -9.9215 0.3112 -0.25
H -1.3024 -8.1662 -3.3429 0.31
H 0.0877 -7.3912 -2.5677 0.32
H -0.7026 -8.7756 -1.8032 0.42
H -1.9451 -6.0213 -2.2440 0.25
H -1.4011 -6.6294 -0.6919 0.32
C 7.0794 4.6670 -1.0858 -1.19
C 6.2280 5.5399 -0.1936 0.17
O 6.9323 5.9109 1.0110 -0.35
C 7.7960 6.9049 0.8977 0.29
O 8.0480 7.5308 -0.0862 -0.51
C 8.4310 7.1904 2.2697 0.93
F 8.8189 6.0639 2.8695 -0.25
F 7.5437 7.7987 3.0641 -0.25
F 9.4861 7.9802 2.1431 -0.24
H 7.4291 3.7920 -0.5372 0.31
H 6.4958 4.3340 -1.9424 0.34
H 7.9556 5.2062 -1.4450 0.41
H 5.3506 4.9883 0.1365 0.05
H 5.8865 6.4360 -0.7127 0.28
C -0.1242 -4.7853 -8.0326 -1.10
C 1.0492 -4.9030 -7.0851 -0.23
O 0.8115 -4.1772 -5.8610 -0.33
C 0.0508 -4.7803 -4.9673 0.37
O -0.4562 -5.8570 -5.0590 -0.50
C -0.0744 -3.8935 -3.7181 0.91
F -0.3470 -2.6303 -4.0379 -0.27
F 1.0639 -3.9040 -3.0212 -0.27
F -1.0467 -4.3397 -2.9240 -0.28
H -0.3546 -3.7372 -8.2245 0.31
H 0.1088 -5.2721 -8.9786 0.37
H -1.0164 -5.2514 -7.6166 0.31
H 1.9376 -4.4492 -7.5174 0.33
H 1.2820 -5.9419 -6.8559 0.32
```

(3)
DFT (ωB97M-V with the def2-TZVPD basis set) results for 3 unconnected molecules or ions with the total composition C46H66F12N5O8S.

Computed properties:
Multiplicity: 3
HOMO (alpha / beta), eV: -10.247 / -10.930
Lowest unoccupied orbital energy (alpha / beta), eV: -4.95 / -4.95
Net charge: +1

```
138
Properties=species:S:1:pos:R:3:mulliken_charge:R:1
C 9.1587 0.2139 2.4952 -1.26
C 7.7342 -0.3240 2.7482 0.13
O 7.0112 0.7118 3.5078 -0.43
C 6.1902 1.3844 2.6447 0.31
O 6.6142 2.0055 1.6933 -0.55
C 4.7029 1.2548 2.9399 -0.80
C 3.9288 0.6066 1.7668 0.10
C 3.0981 1.6341 0.9389 -1.75
N 1.6486 1.2887 0.9116 1.40
N 0.9725 1.9896 1.8077 -1.40
C -0.3005 1.7248 1.7704 0.42
S -1.2761 2.6883 2.9905 1.21
O -2.0550 1.8522 3.8327 -0.59
O -1.9979 3.6572 2.2311 -0.60
C -0.1245 3.6529 4.0828 0.69
F 0.4111 2.7712 4.9371 -0.28
F 0.8396 4.2916 3.4170 -0.26
C -0.9121 4.7109 4.9555 0.68
F -0.5197 4.6068 6.2273 -0.28
F -2.2347 4.4976 4.9533 -0.25
C -0.6721 6.1972 4.5307 0.66
F -0.8907 6.4144 3.2435 -0.20
F 0.5245 6.6044 4.9346 -0.24
F -1.5720 6.9283 5.2027 -0.25
C -1.0167 0.8485 0.9386 0.02
C -2.5099 0.7211 1.0354 -2.13
C -3.0055 -0.4005 2.0142 -0.53
C -4.3697 0.0099 2.6565 -0.93
C -5.5553 -0.8656 2.1385 -0.80
C -6.7008 -0.0004 1.6177 -0.56
N -7.1996 0.9607 2.6210 -0.61
C -0.2322 0.1087 0.0283 0.18
C -0.9324 -0.8469 -0.9042 -0.55
C -1.4090 -2.0750 -0.0921 0.30
O -2.2405 -2.8220 -0.5403 -0.51
O -0.8416 -2.3321 1.1507 -0.43
C 1.1616 0.3902 0.0788 0.58
C 1.9900 -0.4423 -0.9241 1.33
F 3.3368 -0.3736 -0.7898 -0.37
F 1.7038 -1.7585 -0.7755 -0.36
C 1.6702 0.0448 -2.3363 0.11
C 1.4793 1.3813 -2.6004 -0.39
C 1.1783 1.7897 -3.8780 -1.21
C 1.0566 0.8710 -4.8860 -0.72
C 1.2532 -0.4679 -4.6289 -0.35
C 1.1374 -1.4373 -5.7845 0.80
F 2.1908 -1.2283 -6.6057 -0.25
F 1.2027 -2.7108 -5.3937 -0.27
F 0.0377 -1.2332 -6.5052 -0.24
C 1.5418 -0.8661 -3.3560 0.15
H 9.1387 0.8091 1.5806 0.31
H 9.8982 -0.5886 2.4628 0.38
H 9.3768 0.8952 3.3207 0.31
H 7.7291 -1.2074 3.3866 0.42
H 7.2260 -0.4972 1.7966 0.04
H 4.3333 2.2640 3.1649 0.44
H 4.5458 0.6874 3.8603 0.40
H 3.3073 -0.2080 2.1467 0.47
H 4.6708 0.2126 1.0689 0.22
H 3.2491 2.6025 1.4144 0.86
H 3.4890 1.7574 -0.0704 0.27
H -3.0231 1.6495 1.2806 1.34
H -2.8630 0.4405 0.0361 0.23
H -2.2736 -0.5146 2.8157 0.46
H -3.1917 -1.3399 1.4964 0.57
H -4.6327 1.0500 2.4469 0.46
H -4.2886 -0.1512 3.7316 0.42
H -5.9058 -1.4630 2.9879 0.32
H -5.2543 -1.5428 1.3316 0.39
H -7.5500 -0.6410 1.3251 0.52
H -6.3863 0.5133 0.7004 0.08
H -7.6867 0.4087 3.3227 0.25
H -7.9328 1.4965 2.1643 0.24
H -0.3159 -1.2626 -1.6962 -0.15
H -1.7994 -0.3663 -1.3574 0.56
H 0.0104 -2.7594 0.9672 0.37
H 1.5533 2.1399 -1.8246 0.49
H 1.0487 2.8476 -4.0729 0.46
H 0.7972 1.2273 -5.8775 0.47
H 1.6709 -1.9211 -3.1290 0.68
C 5.1353 -5.7055 -0.2133 -1.88
C 5.8413 -4.6864 0.7097 1.95
C 6.5760 -3.6489 -0.1403 -0.55
C 7.8505 -4.1839 -0.7896 -0.69
C 8.7598 -4.8236 0.2577 -1.23
C 8.0556 -5.8814 1.1120 1.62
N 6.7528 -5.3907 1.6548 0.43
O 6.9979 -4.5926 2.6532 -0.57
C 7.8410 -7.1631 0.2818 -1.70
C 8.9995 -6.3186 2.2337 -1.81
C 4.6946 -3.9933 1.4500 -1.64
H 5.7267 -5.9878 -1.0813 0.29
H 4.8652 -6.6101 0.3329 0.36
H 4.2116 -5.2864 -0.6152 0.44
H 6.8424 -2.7875 0.4836 -0.21
H 5.9089 -3.2679 -0.9188 0.32
H 7.6079 -4.9017 -1.5777 0.34
H 8.3810 -3.3652 -1.2802 0.41
H 9.6252 -5.2695 -0.2369 0.39
H 9.1538 -4.0324 0.9045 0.34
H 7.2207 -7.8791 0.8230 0.37
H 8.7964 -7.6472 0.0796 0.46
H 7.3912 -6.9876 -0.6927 0.27
H 9.3329 -5.4825 2.8470 0.36
H 9.8940 -6.7753 1.8112 0.43
H 8.5234 -7.0534 2.8849 0.45
H 4.1496 -4.6980 2.0810 0.50
H 3.9901 -3.5693 0.7316 0.23
H 5.0412 -3.1696 2.0755 0.31
C -10.0352 2.3164 -4.0753 -1.77
C -9.4833 3.0128 -2.8112 1.77
C -9.1867 4.4822 -3.1231 -1.26
C -7.9352 4.6807 -3.9755 -0.53
C -6.7374 3.9698 -3.3506 -1.28
C -6.9994 2.4924 -3.0443 2.13
N -8.2792 2.2857 -2.3054 0.46
O -8.0892 2.6197 -1.0628 -0.59
C -7.0025 1.6828 -4.3568 -1.89
C -5.8083 1.9314 -2.2633 -2.29
C -10.6363 2.9454 -1.8080 -1.90
H -9.5355 2.6204 -4.9931 0.30
H -9.9711 1.2308 -3.9873 0.36
H -11.0864 2.5635 -4.2222 0.48
H -9.0591 5.0375 -2.1881 0.39
H -10.0451 4.9295 -3.6286 0.36
H -8.1032 4.3229 -4.9949 0.33
H -7.7200 5.7475 -4.0616 0.39
H -5.8749 4.0581 -4.0162 0.38
H -6.4649 4.4940 -2.4284 0.38
H -7.3219 0.6544 -4.1804 0.39
H -5.9982 1.6444 -4.7811 0.46
H -7.6313 2.1082 -5.1341 0.34
H -5.6118 2.4898 -1.3474 0.42
H -4.9037 1.9910 -2.8704 0.47
H -5.9690 0.8830 -2.0004 0.48
H -10.8719 1.9118 -1.5477 0.44
H -11.5308 3.3956 -2.2371 0.45
H -10.4214 3.4903 -0.8896 0.36
```

(4)
DFT (ωB97M-V with the def2-TZVPD basis set) results for C4H9OP in the gas phase.

Computed properties:
ΔE to the lowest compared entry with this formula, charge and spin, kcal/mol: 25.7
SMILES: [H]/P=C/C(C)(C)O
HOMO, eV: -9.025
Lowest unoccupied orbital energy, eV: -0.13
Net charge: 0

```
15
Properties=species:S:1:pos:R:3:nbo_charge:R:1
H 0.5622 -3.4478 -0.8067 -0.05
P 1.1084 -2.1758 -1.0453 0.31
C -0.0516 -1.3266 0.1010 -0.40
C -0.0125 0.1428 0.3387 0.14
C 1.1110 0.8167 -0.4482 -0.63
C -1.3715 0.7422 -0.0667 -0.62
O 0.1856 0.3116 1.7413 -0.71
H -0.7558 -1.9099 0.6694 0.21
H 1.1305 1.8883 -0.2499 0.21
H 0.9628 0.6569 -1.5143 0.22
H 2.0693 0.3884 -0.1582 0.23
H -1.3486 1.8300 0.0219 0.21
H -2.1544 0.3507 0.5803 0.22
H -1.6006 0.4769 -1.0989 0.22
H 0.1653 1.2555 1.9357 0.47
```